No. 1
C45H120O45S15 | ωB97M-V with the def2-TZVPD basis set

Output
- E_HOMO (Ha) = -0.3737
- relative energy (zero: lowest compared OMol25 entry of this formula, charge and spin) (kcal per mole) = 122.4
- LUMO level (eV) = -0.236
- net charge = 0

Last column: Löwdin charge in e.
Geometry (Å):
O -0.2355 6.8635 5.4858  -0.306
S 1.1416 7.0080 4.9552  0.695
O 2.2888 7.2707 5.7957  -0.296
O 1.5180 5.6265 4.0646  -0.273
C 1.7448 4.4522 4.8814  -0.279
C 1.7946 3.2268 4.0791  -0.063
C 1.0533 8.2295 3.5555  -0.100
H 0.9423 4.3569 5.6130  0.123
H 2.6474 4.6473 5.4605  0.101
H 2.6780 3.2290 3.4405  0.084
H 0.9983 3.1938 3.3356  0.061
H 1.6732 2.2722 4.5909  0.075
H 0.2081 8.0088 2.9035  0.049
H 1.9167 8.2399 2.8903  0.068
H 0.9806 9.2218 4.0006  0.066
O -3.3848 5.9992 3.4781  -0.288
S -2.6283 4.7867 3.2044  0.658
O -1.9508 3.9459 4.2026  -0.305
O -3.5891 3.8822 2.2397  -0.259
C -3.1519 2.4909 1.9082  -0.209
C -4.2240 1.7209 1.1424  -0.060
C -1.2886 5.2605 2.0789  -0.103
H -2.9158 1.9622 2.8317  0.094
H -2.2356 2.4322 1.3208  0.083
H -4.5827 2.1864 0.2243  0.066
H -5.1608 1.7207 1.6997  0.081
H -3.8953 0.7313 0.8251  0.065
H -0.6017 6.0110 2.4699  0.041
H -1.8040 5.7430 1.2485  0.050
H -0.6811 4.4033 1.7888  0.059
O 2.1694 -3.3100 -8.9040  -0.318
S 2.6600 -2.0697 -8.2257  0.717
O 3.0705 -0.9018 -9.0123  -0.299
O 1.4726 -1.5690 -7.1186  -0.298
C 0.8677 -2.5997 -6.2678  -0.243
C -0.5180 -2.1093 -5.7846  -0.049
C 3.9651 -2.4029 -6.9754  -0.094
H 1.5012 -2.8102 -5.4060  0.093
H 0.7089 -3.5624 -6.7538  0.115
H -0.4750 -1.0521 -5.5231  0.064
H -0.7500 -2.7220 -4.9135  0.062
H -1.2245 -2.2576 -6.6013  0.078
H 4.1553 -1.4238 -6.5356  0.066
H 4.7818 -2.8250 -7.5609  0.073
H 3.6119 -3.1370 -6.2512  0.048
O -6.0180 0.6230 -5.1674  -0.284
S -4.9209 0.5889 -6.1363  0.688
O -5.1861 0.5412 -7.5855  -0.304
O -3.8451 1.7815 -5.8382  -0.277
C -2.7888 2.0226 -6.7343  -0.290
C -2.4867 3.4963 -6.6293  -0.060
C -3.7958 -0.8324 -5.6828  -0.090
H -2.9987 1.7229 -7.7611  0.120
H -1.9317 1.3967 -6.4860  0.112
H -2.0374 3.7223 -5.6623  0.042
H -3.3427 4.1518 -6.7898  0.094
H -1.8318 3.7170 -7.4722  0.088
H -4.3821 -1.7413 -5.8181  0.067
H -3.5066 -0.6332 -4.6509  0.045
H -2.8816 -0.8515 -6.2760  0.035
O -8.3212 -2.7913 -2.7739  -0.306
S -7.4858 -3.0593 -3.9597  0.657
O -7.9212 -2.5585 -5.2355  -0.266
O -5.9502 -2.5586 -3.6613  -0.285
C -5.3875 -2.7845 -2.3688  -0.256
C -3.9009 -3.3048 -2.4380  -0.039
C -7.1269 -4.8537 -4.0549  -0.104
H -5.9905 -3.4465 -1.7473  0.111
H -5.3916 -1.8086 -1.8832  0.092
H -3.8936 -4.2874 -2.9098  0.072
H -3.4471 -3.4146 -1.4530  0.057
H -3.3196 -2.6995 -3.1336  0.050
H -8.0398 -5.3862 -4.3217  0.071
H -6.7609 -5.1780 -3.0808  0.059
H -6.3238 -5.0438 -4.7669  0.070
O -0.4974 -4.3525 5.2591  -0.293
S 0.4152 -4.5982 4.1609  0.706
O 1.4385 -3.6359 3.7821  -0.304
O 1.1895 -6.0878 4.4526  -0.266
C 0.3636 -7.0666 5.0656  -0.322
C 1.1599 -7.9945 5.9531  -0.054
C -0.5591 -5.1022 2.6372  -0.067
H -0.2127 -7.6531 4.3500  0.119
H -0.4385 -6.6036 5.6403  0.105
H 1.7767 -8.5420 5.2405  0.063
H 0.5525 -8.7309 6.4794  0.086
H 1.7509 -7.4116 6.6594  0.089
H -1.5530 -5.4392 2.9317  0.071
H 0.0232 -5.8201 2.0598  0.069
H -0.6989 -4.1840 2.0667  0.036
O 1.9729 0.8135 6.9788  -0.307
S 0.9975 -0.2842 6.9778  0.688
O 1.0591 -1.3123 8.0188  -0.301
O -0.4622 0.4710 6.9920  -0.286
C -1.6988 -0.1695 6.7032  -0.226
C -2.2478 0.7332 5.5591  -0.052
C 0.9938 -1.0568 5.2794  -0.099
H -2.2567 0.0066 7.6229  0.124
H -1.5955 -1.2133 6.4067  0.108
H -1.5278 1.0274 4.7956  0.056
H -2.6799 1.6109 6.0397  0.085
H -2.9983 0.2088 4.9676  0.041
H 0.9239 -0.2157 4.5896  0.043
H 0.1706 -1.7306 5.0420  0.034
H 1.9223 -1.6075 5.1284  0.048
O 0.1863 1.6272 1.2262  -0.309
S -0.2286 0.2033 1.4870  0.692
O -0.7404 -0.1164 2.8006  -0.294
O -1.2436 -0.2692 0.2438  -0.299
C -1.2218 0.4882 -1.0375  -0.193
C -1.8113 -0.4909 -2.1093  -0.049
C 1.1268 -0.8847 0.9699  -0.085
H -0.2429 0.8150 -1.3884  0.102
H -1.7385 1.4439 -0.9502  0.087
H -1.1406 -1.1927 -2.6050  0.057
H -2.0443 0.1127 -2.9865  0.055
H -2.7800 -0.8107 -1.7252  0.073
H 1.9251 -0.6990 1.6885  0.053
H 1.3587 -0.5698 -0.0475  0.057
H 0.8451 -1.9284 1.1093  0.067
O 6.6429 4.3259 -0.8339  -0.304
S 7.0901 3.1216 -0.1197  0.679
O 7.6856 3.2794 1.2001  -0.309
O 5.9526 1.9064 -0.0571  -0.270
C 4.8974 1.8497 -1.0442  -0.239
C 3.5895 1.6270 -0.2709  -0.060
C 8.3680 2.2252 -1.1453  -0.102
H 4.9568 1.1194 -1.8513  0.102
H 4.9256 2.7535 -1.6529  0.105
H 2.7207 1.4702 -0.9102  0.067
H 3.1610 2.4126 0.3514  0.080
H 3.6665 0.8701 0.5097  0.057
H 8.7158 1.3714 -0.5639  0.062
H 9.2153 2.8985 -1.2751  0.062
H 7.9436 1.9626 -2.1144  0.062
O 2.2111 2.8442 -3.5968  -0.286
S 1.2696 2.1614 -4.4980  0.700
O 0.3059 1.1527 -4.0903  -0.309
O 0.3515 3.3729 -5.2704  -0.307
C 1.0279 4.4736 -5.9004  -0.267
C 0.2466 5.7788 -5.5343  -0.044
C 2.0770 1.3904 -5.9708  -0.090
H 0.9316 4.3161 -6.9746  0.109
H 2.0916 4.5615 -5.6794  0.114
H 0.4223 5.9300 -4.4693  0.080
H -0.8238 5.6788 -5.7139  0.060
H 0.5539 6.6597 -6.0980  0.078
H 2.6927 2.0910 -6.5349  0.072
H 1.3612 0.9037 -6.6333  0.060
H 2.7308 0.6288 -5.5457  0.048
O 5.0807 -4.0812 0.3280  -0.310
S 4.2714 -4.4423 1.5106  0.703
O 2.8352 -4.8083 1.3215  -0.332
O 5.0065 -5.6712 2.3201  -0.277
C 4.3172 -6.3951 3.3548  -0.278
C 3.9977 -7.7784 2.9133  -0.057
C 4.4777 -3.1304 2.7528  -0.103
H 3.4464 -5.7787 3.5782  0.080
H 4.9644 -6.3085 4.2276  0.131
H 4.8832 -8.1563 2.4023  0.086
H 3.1709 -7.7058 2.2067  0.083
H 3.7226 -8.4898 3.6920  0.074
H 4.3368 -2.1830 2.2325  0.047
H 5.5394 -3.0423 2.9832  0.079
H 3.7684 -3.2424 3.5729  0.055
O 4.7677 -0.9338 5.4185  -0.300
S 4.6789 0.0997 4.3863  0.692
O 3.8244 0.0161 3.1848  -0.320
O 4.4377 1.5757 5.1450  -0.283
C 5.1937 1.9254 6.2814  -0.277
C 5.6976 3.3779 6.1135  -0.037
C 6.4275 0.3836 3.8054  -0.072
H 6.0565 1.2689 6.3940  0.100
H 4.5556 1.7889 7.1545  0.119
H 4.8158 4.0182 6.1372  0.066
H 6.2230 3.5011 5.1664  0.074
H 6.4640 3.7201 6.8089  0.079
H 6.3617 1.3454 3.2968  0.063
H 6.7767 -0.4079 3.1423  0.067
H 6.9735 0.3923 4.7488  0.055
O -2.2516 6.0204 -2.3466  -0.284
S -2.4820 4.8115 -1.5977  0.654
O -1.4168 4.1712 -0.8225  -0.292
O -3.8658 4.9042 -0.6966  -0.288
C -4.9767 5.6149 -1.2777  -0.253
C -5.9788 5.6118 -0.1103  -0.056
C -3.0360 3.5288 -2.8033  -0.094
H -5.4429 5.1213 -2.1303  0.115
H -4.7076 6.6421 -1.5238  0.119
H -6.9069 6.1184 -0.3753  0.078
H -5.5672 6.2860 0.6408  0.083
H -6.1937 4.6224 0.2935  0.079
H -3.7563 3.9760 -3.4883  0.063
H -3.4200 2.6792 -2.2385  0.064
H -2.2142 3.3740 -3.5024  0.049
O -4.8585 -3.8891 2.2715  -0.304
S -3.9798 -2.8438 1.7990  0.700
O -2.7639 -3.1802 1.0372  -0.326
O -4.9310 -1.7941 0.8804  -0.310
C -6.2517 -1.3927 1.3187  -0.257
C -6.8834 -0.7494 0.1228  -0.066
C -3.5599 -1.7070 3.3245  -0.063
H -6.1333 -0.6837 2.1381  0.110
H -6.8134 -2.2711 1.6366  0.121
H -6.2180 -0.1022 -0.4485  0.076
H -7.6532 -0.0626 0.4747  0.091
H -7.2872 -1.4626 -0.5957  0.066
H -4.3957 -1.7655 4.0217  0.069
H -3.3835 -0.6783 3.0102  0.031
H -2.6300 -2.0928 3.7424  0.052
O 3.6890 -0.9236 -3.3227  -0.320
S 3.3984 -1.9472 -2.2989  0.671
O 3.7441 -1.7184 -0.9094  -0.283
O 1.8136 -2.3781 -2.4893  -0.277
C 1.3177 -3.4451 -1.6773  -0.247
C -0.2245 -3.6001 -1.8509  -0.038
C 4.2011 -3.5160 -2.9509  -0.076
H 1.6421 -3.3155 -0.6447  0.087
H 1.8121 -4.3694 -1.9761  0.107
H -0.5425 -3.4484 -2.8823  0.051
H -0.8008 -2.8967 -1.2498  0.049
H -0.6541 -4.5585 -1.5594  0.085
H 5.2701 -3.3246 -3.0441  0.077
H 3.6596 -3.7308 -3.8722  0.047
H 4.0083 -4.3182 -2.2385  0.049

---

No. 2
C45H121N3O17 | ωB97M-V with the def2-TZVPD basis set

Output
- E_HOMO (Ha) = -0.3009
- LUMO level (eV) = -0.162
- net charge = 0

Last column: Löwdin charge in e.
Geometry (Å):
C 21.5134 20.2278 36.5569  -0.007
C 22.6749 19.3368 37.0932  -0.480
C 23.9174 19.4857 36.1932  -0.143
C 24.6770 20.7819 36.3718  -0.176
C 25.0557 20.9480 37.8302  -0.137
C 23.9121 20.7281 38.8384  -0.517
N 23.0835 19.5946 38.4726  -0.108
O 21.9863 19.4091 39.3480  -0.007
C 24.5379 20.4236 40.2001  -0.045
C 23.1248 22.0475 38.9291  -0.036
C 22.3249 17.8512 36.9719  -0.050
H 20.6390 19.6413 36.2921  0.061
H 21.8417 20.8357 35.7153  0.079
H 21.2493 20.8943 37.3757  0.073
H 24.6326 18.6671 36.3383  0.126
H 23.6023 19.3431 35.1579  0.088
H 24.1040 21.6443 36.0180  0.104
H 25.5947 20.8251 35.7797  0.116
H 25.5045 21.9236 38.0188  0.123
H 25.8315 20.2031 38.0444  0.118
H 25.2180 21.1933 40.5719  0.085
H 23.8119 20.2954 41.0065  0.078
H 25.0982 19.4855 40.1626  0.083
H 22.7181 22.3550 37.9613  0.073
H 22.2385 21.9533 39.5644  0.083
H 23.6629 22.9146 39.3161  0.084
H 22.2085 17.5386 35.9356  0.056
H 21.3946 17.5818 37.4826  0.082
H 23.1126 17.2742 37.4636  0.084
H 22.1279 18.5204 39.6892  0.102
C 15.4145 10.8941 33.4411  -0.030
C 16.8212 11.2636 32.9467  -0.498
C 17.2788 12.4411 33.8389  -0.122
C 18.7584 12.7477 33.6272  -0.167
C 19.5182 11.5454 34.1650  -0.142
C 19.1909 10.2967 33.3391  -0.499
N 17.7336 10.1561 33.2534  -0.110
O 17.2942 8.8844 32.7947  -0.007
C 19.9084 10.3082 31.9740  -0.001
C 19.7283 9.1121 34.1505  -0.047
C 16.8034 11.6426 31.4702  -0.035
H 15.3693 10.3420 34.3769  0.087
H 15.0123 10.1602 32.7312  0.080
H 14.7732 11.7714 33.3771  0.087
H 16.7017 13.3262 33.5535  0.114
H 17.1531 12.2069 34.8958  0.126
H 19.0404 13.6294 34.2160  0.089
H 18.9956 13.0007 32.5938  0.093
H 19.3486 11.4111 35.2364  0.122
H 20.6011 11.6989 34.1137  0.097
H 19.3487 10.8185 31.1898  0.069
H 20.9191 10.7030 32.0424  0.067
H 19.8772 9.2791 31.6048  0.086
H 19.5807 8.1267 33.7005  0.079
H 20.7985 9.1739 34.3609  0.084
H 19.2312 9.0361 35.1239  0.088
H 16.6332 10.7537 30.8612  0.099
H 17.6993 12.1230 31.0788  0.051
H 15.9992 12.3705 31.3220  0.071
H 17.3422 8.3803 33.6136  0.094
C 20.3215 15.3724 31.2247  -0.002
C 19.8030 16.8366 31.1692  -0.430
C 18.8160 16.9891 32.3271  -0.138
C 19.4548 17.2222 33.6816  -0.164
C 20.3855 18.4304 33.6114  -0.106
C 21.4847 18.2770 32.5355  -0.477
N 20.8778 17.8212 31.2885  -0.098
O 21.8505 17.6432 30.2897  -0.020
C 22.1559 19.6346 32.3539  0.002
C 22.5076 17.2859 33.1268  -0.014
C 19.0640 17.0170 29.8266  -0.011
H 20.7857 15.2166 32.2042  0.075
H 21.0686 15.1187 30.4750  0.075
H 19.4926 14.6635 31.2107  0.042
H 18.1136 17.7982 32.0920  0.092
H 18.1740 16.1060 32.3990  0.066
H 19.9775 16.3396 34.0558  0.095
H 18.7001 17.4936 34.4254  0.094
H 20.9097 18.6144 34.5483  0.086
H 19.7928 19.3142 33.3467  0.115
H 21.4881 20.3364 31.8620  0.073
H 22.6197 19.9967 33.2665  0.078
H 22.9907 19.4943 31.6549  0.085
H 22.0665 16.4060 33.5958  0.052
H 23.1337 16.8764 32.3286  0.065
H 23.1672 17.7495 33.8568  0.072
H 18.4192 16.1490 29.6813  0.045
H 19.7812 16.9933 29.0056  0.096
H 18.4844 17.9388 29.8368  0.095
H 21.6878 18.2897 29.5891  0.066
O 21.3854 19.6065 27.8656  -0.036
H 22.2815 19.9581 27.9398  0.070
H 21.1985 19.6019 26.9205  0.067
O 16.5518 16.7084 33.5611  -0.064
H 17.2326 16.1704 33.9937  0.022
H 15.9115 16.8954 34.2545  0.086
O 18.2286 15.6293 35.6832  -0.051
H 18.0846 16.2573 36.3992  0.069
H 18.9538 15.0728 35.9849  0.046
O 19.2516 21.7677 34.9828  -0.053
H 18.8944 20.9032 34.7597  0.013
H 19.5877 22.1136 34.1433  0.011
O 25.7403 16.0358 32.9089  -0.074
H 26.0702 15.5661 33.6786  0.027
H 24.9270 15.5586 32.6646  -0.016
O 19.6280 20.2811 30.0630  -0.059
H 19.9688 19.5164 30.5594  0.012
H 19.8833 20.1156 29.1462  0.023
O 19.0225 22.4718 31.7211  -0.063
H 19.4660 21.8024 31.1690  0.008
H 18.0907 22.3055 31.5474  0.004
O 24.8784 17.8504 29.9026  -0.055
H 24.2000 17.2289 30.1901  -0.014
H 25.3388 18.0979 30.7125  0.043
C 22.6027 14.3155 35.7166  -0.034
C 23.2800 12.9712 35.8123  -0.446
C 22.8156 12.1364 37.0074  -0.037
O 23.0121 12.2918 34.5607  -0.093
H 21.5307 14.1116 35.6426  0.082
H 22.8849 14.8769 34.8258  0.061
H 22.8429 14.9473 36.5701  0.082
H 24.3757 13.0290 35.8403  0.140
H 22.4892 11.1198 36.7732  0.078
H 21.9090 12.6103 37.3929  0.075
H 23.5804 12.0029 37.7707  0.078
H 23.5270 11.4795 34.5177  0.103
C 17.2289 14.5630 30.8408  -0.080
C 16.5121 15.7217 30.1241  -0.473
C 15.7004 15.1777 28.9574  -0.038
O 15.5669 16.2530 31.0467  -0.060
H 17.8135 14.9361 31.6849  0.038
H 17.8906 13.9937 30.1843  0.097
H 16.4541 13.9070 31.2392  0.057
H 17.2188 16.5070 29.8337  0.067
H 16.3245 14.6337 28.2429  0.080
H 15.2211 15.9644 28.3731  0.078
H 14.9430 14.4870 29.3257  0.083
H 15.9945 16.3598 31.9172  0.028
C 16.6646 19.6729 32.1879  -0.047
C 15.7407 20.8956 32.0979  -0.437
C 15.7249 21.7802 33.3108  -0.048
O 16.2240 21.7041 30.9737  -0.078
H 16.2253 18.8498 31.6232  0.073
H 16.6729 19.2901 33.2128  0.073
H 17.6803 19.9313 31.8972  0.063
H 14.7431 20.5894 31.7681  0.135
H 15.5026 21.1919 34.2030  0.083
H 15.0727 22.6490 33.2480  0.083
H 16.7320 22.1804 33.4736  0.072
H 15.8129 21.3034 30.2031  0.091
C 23.7668 14.2149 30.1203  -0.041
C 23.3744 13.3962 31.3339  -0.459
C 23.5805 11.9009 31.1385  -0.039
O 24.1387 13.8477 32.4664  -0.086
H 23.9012 15.2489 30.4333  0.062
H 23.0369 14.1110 29.3224  0.073
H 24.7346 13.8622 29.7545  0.092
H 22.3386 13.6350 31.5953  0.113
H 22.9711 11.5311 30.3107  0.086
H 23.2449 11.3988 32.0455  0.054
H 24.6257 11.7021 30.9052  0.088
H 23.7142 13.4529 33.2512  0.048
C 23.2485 16.0262 27.0549  -0.057
C 24.7463 15.7421 27.1494  -0.486
C 25.0731 14.3836 26.5440  -0.050
O 25.3881 16.7269 26.3294  -0.053
H 22.9338 15.9812 26.0137  0.085
H 23.0059 17.0178 27.4546  0.062
H 22.6465 15.3863 27.7043  0.060
H 25.0595 15.7923 28.1944  0.108
H 24.4411 14.1987 25.6711  0.079
H 24.7226 13.6250 27.2518  0.067
H 26.1096 14.2014 26.2760  0.080
H 25.1910 17.5780 26.7370  0.080
C 21.1755 25.5903 32.3835  -0.053
C 22.2223 24.5588 32.7861  -0.473
C 22.7390 24.8223 34.2001  -0.063
O 21.6135 23.2620 32.8526  -0.079
H 20.9628 25.5689 31.3124  0.080
H 21.4990 26.5961 32.6486  0.076
H 20.2342 25.3333 32.8728  0.088
H 23.0880 24.5154 32.1172  0.130
H 21.9178 24.6538 34.9023  0.083
H 23.0247 25.8689 34.3315  0.074
H 23.5421 24.1482 34.4858  0.066
H 20.7690 23.3019 32.3898  0.025

---

- Which of these has the highest LUMO level?
  C45H121N3O17